ORCA calculation (ωB97M-V/def2-TZVPD) on a 2-piece molecular cluster, C6H9N2O2 overall.

Geometry (Å):
1 C 1.683 -1.269 -0.701
2 C 0.214 -1.731 -0.788
3 C -1.985 -1.619 -0.593
4 C -0.301 -2.596 -1.797
5 N -0.805 -1.136 -0.111
6 N -1.746 -2.548 -1.662
7 H -3.045 -1.365 -0.313
8 H 1.724 -0.235 -0.836
9 H 2.243 -1.678 -1.663
10 H -2.344 -3.058 -2.229
11 H -0.009 -3.087 -2.678
12 H 2.391 -1.382 0.137
13 C -0.586 3.109 1.765
14 C 0.797 2.495 1.338
15 O 0.772 1.395 0.786
16 O 1.785 3.210 1.613
17 H -0.803 3.662 0.930
18 H -0.484 3.568 2.718
19 H -1.202 2.184 1.817

Computed properties:
- LUMO (alpha / beta): 6.76 / 6.67 eV
- Orbital gap (alpha / beta): 2.43 / 6.33 eV
- Spin multiplicity: 2
- Net charge: -2
- ΔE to the lowest compared entry with this formula, charge and spin: 77.7 kcal per mole

Atomic partial charges in e from the Löwdin method, atoms 1 to 4: atom 1 (C): -0.102, atom 2 (C): -0.435, atom 3 (C): -0.335, atom 4 (C): -0.190